(1)
This record from the Open Molecules 2025 dataset describes a cluster of 14 separate species, C19H66N8O14 in total at a distorted geometry. The level of theory is the ωB97M-V functional and the def2-TZVPD basis.

Each line ends with the Mulliken charge.
CARTESIAN COORDINATES (ANGSTROEM)
C -3.5335 0.5157 -4.2265  -0.384
C -3.0705 -0.3203 -5.4105  -0.435
O -1.8355 -0.9563 -5.1035  -0.429
H -2.8805 1.3677 -4.1445  0.055
H -3.2615 0.0367 -3.2705  -0.180
H -4.5735 0.7517 -4.3475  0.440
H -2.9715 0.3857 -6.2985  0.318
H -3.8585 -1.0783 -5.7545  0.283
H -1.2035 -1.1533 -5.8505  0.215
C 1.6655 3.0597 -2.0545  -0.311
C 1.4835 3.4977 -3.5335  -0.689
O 1.8475 4.8637 -3.5615  -0.534
H 0.8475 3.2707 -1.3035  0.154
H 2.5055 3.5337 -1.6225  0.681
H 1.8655 2.0167 -1.9865  -0.139
H 0.4905 3.3677 -3.8925  0.290
H 2.0495 2.8787 -4.2905  0.283
H 1.6485 5.1407 -4.4495  0.321
C -3.8695 0.2857 0.5265  -0.600
C -4.9665 0.2617 1.5745  -0.549
O -4.4195 0.1947 2.9105  -0.545
H -3.2235 1.0717 0.5975  0.312
H -4.2695 0.4377 -0.4525  0.349
H -3.2155 -0.5753 0.4965  0.022
H -5.6645 -0.6033 1.3675  0.239
H -5.6485 1.1477 1.5705  0.339
H -3.8325 -0.5553 2.8255  0.415
C -0.3915 -0.2993 0.7305  1.739
C 0.1615 0.0937 -0.5575  1.392
O -0.8915 0.2377 -1.5565  1.226
H -1.0665 -1.1683 0.4825  -0.707
H -0.9275 0.4847 1.1645  0.007
H 0.3445 -0.6913 1.4625  -0.561
H 0.9775 -0.5693 -0.8775  -0.330
H 0.6725 1.0417 -0.3775  -0.800
H -1.1005 -0.6143 -1.9755  -0.932
C -0.9305 0.7337 4.0035  0.314
C -0.3045 1.3287 5.2265  -0.448
O -0.9605 2.5167 5.5835  -0.591
H -1.8605 0.1507 4.2155  0.549
H -0.3025 0.0587 3.5415  -0.807
H -1.0925 1.5217 3.1975  0.101
H 0.7625 1.4847 4.9775  -0.011
H -0.3505 0.6817 6.0195  0.557
H -1.9455 2.3797 5.6105  0.347
C -1.6175 3.8587 -0.8045  0.337
O -1.1025 3.4597 0.4345  -0.515
N -1.6385 3.0067 -1.8645  0.125
N -2.0595 5.0477 -1.0975  -0.342
H -1.2565 2.0767 -1.7025  -0.425
H -1.8655 3.2557 -2.8075  0.265
H -2.3505 5.6677 -0.2995  0.337
H -2.3615 5.2857 -2.0445  0.150
C 1.6685 2.8357 2.2905  0.395
O 0.7025 3.3517 3.1465  -0.694
N 2.0845 3.4207 1.2095  -0.181
N 2.1285 1.6117 2.4045  0.279
H 1.6965 4.3587 1.0245  0.344
H 2.4835 2.9337 0.3655  -0.038
H 2.0865 1.2667 3.3335  -0.049
H 2.4775 1.0267 1.6125  0.138
C -1.3905 -2.8163 -1.7325  0.129
O -2.1105 -3.4053 -0.7335  -0.702
N -0.0575 -2.8423 -1.8265  0.133
N -2.0385 -2.2403 -2.7455  -0.332
H 0.3465 -3.2723 -0.9825  -0.039
H 0.5585 -2.4983 -2.5815  -0.019
H -3.0825 -2.3123 -2.7035  0.234
H -1.5265 -1.8873 -3.5975  0.333
C 1.3675 -3.2893 2.9225  0.193
O 0.1015 -2.8633 2.5535  -0.415
N 2.2245 -3.7523 2.0175  -0.319
N 1.8565 -3.2533 4.1355  -0.383
H 1.8065 -4.0443 1.0875  0.172
H 3.2965 -3.8513 2.0485  0.255
H 1.3515 -2.9223 4.9685  0.274
H 2.8305 -3.2453 4.2985  0.208
C -3.0345 -3.0753 2.3455  -0.666
O -2.4865 -1.8733 2.7875  -0.590
H -3.7095 -3.5673 2.9845  0.418
H -2.2985 -3.8073 2.1045  0.197
H -3.4915 -2.8113 1.3505  0.167
H -1.7635 -1.6033 2.2235  0.027
C 3.2115 -3.0553 -2.1355  -0.090
O 4.4915 -3.3483 -2.6915  -0.583
H 3.0865 -3.5283 -1.1395  0.102
H 2.4475 -3.3873 -2.8785  0.381
H 3.1735 -1.9113 -2.0545  -0.100
H 4.4345 -4.1873 -3.2415  0.333
C 3.9675 -1.0423 1.0305  -0.133
O 3.0485 -0.0483 0.5895  -0.414
H 4.9085 -0.5543 1.1445  0.412
H 4.0715 -1.8753 0.3345  0.125
H 3.7055 -1.5883 1.9375  -0.418
H 3.4225 0.5617 -0.0495  0.164
C 1.3125 0.1037 -3.9475  -0.886
O 1.0755 -1.2973 -4.0735  -0.367
H 1.6625 0.4157 -4.9455  0.512
H 2.0505 0.3837 -3.2245  0.209
H 0.4045 0.6547 -3.6245  0.200
H 1.0345 -1.4863 -5.0095  0.234
C 3.6305 -0.6203 4.5715  -0.912
O 2.2775 -0.4353 4.1995  -0.258
H 4.3255 -0.6833 3.7695  0.274
H 3.6975 -1.5083 5.1605  0.411
H 3.8365 0.2217 5.2085  0.313
H 1.9975 -1.2283 3.7595  0.128

Output
LUMO energy = -0.558 eV
Energy above the lowest of the compared OMol25 structures with the same formula, charge and spin = 54.3 kcal/mol
Strongest force on any atom = 7.894 eV Å⁻¹
Electronic energy = -61353.0481 eV
HOMO-LUMO gap = 7.0 eV

***

(2)
This record from the Open Molecules 2025 dataset describes a structure of composition C5H6AgClI2O3P. The level of theory is the ωB97M-V functional and the def2-TZVPD basis.

Each line ends with the Mulliken charge.
CARTESIAN COORDINATES (ANGSTROEM)
C -2.0934 0.9051 -1.0964  -1.266
C -1.6340 -0.4850 -0.7090  0.329
I -3.0712 -1.9575 -1.0522  0.108
C -0.4308 -0.7218 -0.1714  -0.273
I 0.2209 -2.6524 0.3282  0.287
C 0.5829 0.3329 0.1163  -0.173
O 1.9052 -0.1286 -0.1716  -0.329
C 2.4217 0.3374 -1.3644  0.085
O 2.9117 1.4015 -1.4613  -0.380
P 0.5621 1.1020 1.8772  0.319
O 2.0263 0.7216 2.3676  -0.387
Cl -0.6800 -0.2445 2.9546  -0.227
H -3.1358 0.9143 -1.3828  0.435
H -1.9366 1.5880 -0.2611  0.308
H -1.4740 1.2643 -1.9198  0.322
H 0.3668 1.2213 -0.4795  0.565
H 2.3256 -0.3516 -2.2078  0.384
H 2.3438 -0.1565 2.1045  0.357
Ag -1.2112 -3.0906 2.5290  0.536

Output
LUMO energy = -5.158 eV
Net charge = +1
Strongest force on any atom = 0.800 eV Å⁻¹
Electronic energy = -53429.0281 eV
HOMO-LUMO gap = 7.4 eV

***

(3)
This record from the Open Molecules 2025 dataset describes a structure of composition C35H41ErF6N5O4S3 at a distorted geometry. The level of theory is the ωB97M-V functional and the def2-TZVPD basis.

Each line ends with the Mulliken charge.
CARTESIAN COORDINATES (ANGSTROEM)
Er 0.3592 0.7140 0.1204  1.357
C -1.3915 -0.4684 1.6130  -1.510
C -0.8269 0.5454 2.4352  0.832
C -1.1779 1.8017 1.8156  0.219
C -1.9854 1.4764 0.6818  -0.444
C -2.1457 0.0885 0.5677  0.925
C -3.2360 -0.6081 -0.2358  1.782
C -3.3633 -0.0062 -1.6405  -1.625
C -4.5470 -0.3834 0.5298  -1.810
C -2.9961 -2.1162 -0.3567  -1.638
C -1.0884 3.2751 2.2431  1.878
C -1.4717 4.1933 1.0712  -2.280
C -2.1056 3.5182 3.3665  -1.640
C 0.3135 3.7297 2.6742  -1.277
C -0.4533 0.0608 3.8635  1.711
C 0.2893 1.0258 4.7899  -1.766
C 0.3796 -1.2342 3.8026  -1.494
C -1.7900 -0.2646 4.5494  -1.725
H -1.4237 -1.5132 1.8827  0.587
H -2.5139 2.1986 0.0822  0.420
H -3.5800 1.0669 -1.6073  0.290
H -4.1767 -0.4911 -2.1884  0.535
H -2.4410 -0.1477 -2.2145  0.058
H -4.7905 0.6816 0.5840  0.316
H -4.4697 -0.7665 1.5516  0.302
H -5.3720 -0.9003 0.0282  0.472
H -2.0574 -2.3417 -0.8653  0.228
H -3.8050 -2.5681 -0.9374  0.502
H -2.9856 -2.6054 0.6231  0.280
H -2.5407 4.1551 0.8484  0.388
H -0.9241 3.9559 0.1575  0.500
H -1.2364 5.2259 1.3367  0.472
H -3.1024 3.1999 3.0493  0.305
H -2.1471 4.5837 3.6136  0.501
H -1.8554 2.9709 4.2770  0.193
H 1.0101 3.6851 1.8310  -0.039
H 0.7194 3.1555 3.4974  0.126
H 0.2749 4.7733 2.9931  0.716
H 1.2912 1.2635 4.4343  0.213
H 0.4034 0.5454 5.7640  0.624
H -0.2604 1.9489 4.9532  0.244
H 1.2310 -1.1382 3.1278  0.086
H -0.2182 -2.0909 3.4763  0.245
H 0.7649 -1.4742 4.7975  0.520
H -2.4246 0.6256 4.6073  0.310
H -1.6099 -0.6238 5.5678  0.485
H -2.3420 -1.0362 4.0060  0.283
F 3.4211 3.9714 -1.2840  -0.201
C 3.1601 2.7667 -0.8634  0.710
F 4.1386 2.3007 -0.1234  -0.218
F 2.0074 2.8297 -0.0836  -0.243
S 2.7630 1.5936 -2.2177  0.900
O 2.0799 0.5535 -1.4351  -0.735
O 3.9751 1.2399 -2.8579  -0.638
N 1.8031 2.4251 -3.1257  -0.562
S 0.3136 2.7475 -2.7342  1.189
O 0.0365 4.1324 -2.5976  -0.680
O -0.1586 1.8712 -1.6375  -0.197
C -0.6214 2.1018 -4.1830  0.683
F -0.5084 2.9509 -5.1731  -0.196
F -1.8843 1.9727 -3.8122  -0.194
F -0.1339 0.9113 -4.5272  -0.224
N 7.0099 -0.8729 3.9991  -0.425
C 6.0471 -0.6087 3.4291  -0.426
C 4.8326 -0.2861 2.7139  0.461
C 4.0690 0.8128 3.0796  -0.967
C 2.9064 1.0606 2.3814  -0.673
N 2.4823 0.2927 1.3739  1.115
C 3.2431 -0.7456 1.0077  -0.468
C 4.4176 -1.0750 1.6488  -0.806
H 4.3730 1.4615 3.8908  0.591
H 2.2896 1.9119 2.6333  0.480
H 2.9014 -1.3251 0.1625  0.427
H 5.0020 -1.9251 1.3247  0.554
S 0.5503 -5.2738 -3.3428  -0.259
C 0.4550 -3.8044 -2.4012  1.078
C 0.6806 -3.9265 -1.0265  -1.559
C 0.6258 -2.8096 -0.2288  -0.847
N 0.3540 -1.5909 -0.6980  1.025
C 0.1204 -1.4798 -2.0144  -1.200
C 0.1617 -2.5349 -2.8965  -0.219
C 0.4198 -4.6873 -5.0092  0.329
C 1.5425 -4.7195 -5.8201  -0.120
C 1.4083 -4.2938 -7.1363  -0.395
N 0.2615 -3.8444 -7.6505  -0.556
C -0.8110 -3.8274 -6.8534  -0.389
C -0.7878 -4.2456 -5.5303  -0.127
H 0.9012 -4.8915 -0.5848  0.483
H 0.8062 -2.8869 0.8390  0.496
H -0.1412 -0.4971 -2.3826  0.083
H -0.0235 -2.3560 -3.9479  0.624
H 2.4944 -5.0692 -5.4421  0.414
H 2.2633 -4.3105 -7.8048  0.372
H -1.7358 -3.4656 -7.2951  0.377
H -1.6925 -4.2410 -4.9310  0.474

Output
LUMO energy (spin up / spin down) = -3.545 / -3.543 eV
Net charge = +1
Multiplicity = 4
Strongest force on any atom = 1.479 eV Å⁻¹
Electronic energy = -129030.1345 eV
HOMO-LUMO gap (spin up / spin down) = 7.6 / 7.6 eV
Expectation value of S² = 3.7525